Molecular formula: H9O4S
Method: DFT, ωB97M-V/def2-TZVPD

Last column: Löwdin charge in e.
Cartesian coordinates (Å):
S 1.433 1.259 -1.599  0.06
H 2.390 0.341 -1.819  -0.37
H -0.434 0.489 -1.773  -0.14
H -0.393 -0.811 -2.443  0.02
O -1.082 -0.212 -2.130  -0.20
H 0.933 0.742 0.755  -0.06
H 0.005 -0.348 0.528  0.02
O 0.292 0.209 1.271  -0.13
H -3.286 0.917 -0.065  0.02
H -2.465 0.014 -1.034  -0.03
O -3.335 0.124 -0.602  -0.10
H 1.319 -0.711 2.573  -0.02
H 2.678 -0.723 3.300  0.02
O 1.946 -1.290 3.038  -0.09

Properties
Net charge: -1
M (g mol⁻¹): 105.1
HOMO level (eV): -4.129
Energy relative to the best compared isomer or geometry (same formula, charge and spin) (kcal/mol): 13.8

=====

Molecular formula: C3H6N2OS
Method: DFT, ωB97M-V/def2-TZVPD

Last column: Löwdin charge in e.
Cartesian coordinates (Å):
C 0.739 0.499 1.245  -0.13
C -0.717 0.236 0.854  -0.75
C -0.352 -0.992 -0.787  -0.45
H 1.196 -0.257 1.825  0.06
H 1.260 0.679 0.182  0.11
H 0.867 1.339 1.922  0.07
H -1.351 0.538 1.882  0.17
H 0.050 0.692 -2.069  0.00
H 0.459 -1.439 -2.363  0.08
N 0.148 0.380 -1.194  -0.23
N 0.021 -2.008 -1.548  0.13
O -1.134 -1.060 0.417  -0.02
S -1.187 1.394 -0.365  0.96

Properties
M (g mol⁻¹): 118.2
HOMO level (eV): -9.247
Energy relative to the best compared isomer or geometry (same formula, charge and spin) (kcal/mol): 112.8

=====

Molecular formula: C4H6NO3
Method: DFT, ωB97M-V/def2-TZVPD

Last column: Löwdin charge in e.
Cartesian coordinates (Å):
C -0.088 1.192 -0.196  0.03
C -1.404 0.824 0.037  -0.08
C 1.096 0.495 -0.055  -0.15
C 1.048 -1.031 0.046  -0.44
N -1.847 -0.179 0.660  0.24
O 2.218 1.189 -0.167  0.19
O 1.658 -1.602 0.910  0.20
O 0.299 -1.510 -0.952  0.19
H -0.074 2.208 -0.433  0.12
H -2.143 1.438 -0.371  0.14
H -1.379 -0.861 1.131  0.11
H -2.849 -0.346 0.818  0.18
H 2.944 0.536 -0.248  0.17
H 0.521 -2.352 -1.182  0.10

Properties
Net charge: +1
M (g mol⁻¹): 116.1
HOMO level (eV): -14.514
Energy relative to the best compared isomer or geometry (same formula, charge and spin) (kcal/mol): 14.1